ORCA calculation (ωB97M-V with the def2-TZVPD basis set) on 5 unconnected molecules or ions with the total composition H10O5.

Values from the calculation:
Energy relative to the best compared isomer or geometry (same formula, charge and spin) ... 80.3 kJ/mol
Energy ... -382.1936 a.u.
E_LUMO ... 0.0175 Ha
Max |F| ... 0.60 eV/A
M ... 90.07 g/mol
E_HOMO ... -10.45 eV

Bonds (Å) are listed after each position.
Positions of all 15 atoms, in Å:
1 O 1.95 -0.28 -2.03  H2 0.965, H3 0.967
2 H 2.10 -1.11 -2.51  O1 0.965
3 H 1.72 0.36 -2.72  O1 0.967
4 O -0.38 -0.06 -0.36  H5 0.980, H6 0.979
5 H 0.33 -0.17 -1.03  O4 0.980
6 H -0.11 0.71 0.18  O4 0.979
7 O -3.15 -0.47 -0.82  H8 0.962, H9 0.984
8 H -3.54 -0.50 0.06  O7 0.962
9 H -2.24 -0.12 -0.69  O7 0.984
10 O -0.18 2.35 1.24  H11 0.966, H12 0.968
11 H -1.01 2.44 1.72  O10 0.966
12 H 0.47 2.04 1.89  O10 0.968
13 O 1.58 -1.61 1.40  H14 0.966, H15 0.964
14 H 0.63 -1.44 1.50  O13 0.966
15 H 1.82 -2.15 2.16  O13 0.964

***

ORCA calculation (ωB97M-V with the def2-TZVPD basis set) on C7H9NO2S in the gas phase at a distorted geometry.

Values from the calculation:
Energy relative to the best compared isomer or geometry (same formula, charge and spin) ... 248.1 kJ/mol
Energy ... -875.4568 a.u.
E_LUMO ... -0.0060 Ha
Max |F| ... 3.89 eV/A
M ... 171.22 g/mol
E_HOMO ... -8.54 eV

Bonds (Å) are listed after each position.
Positions of all 20 atoms, in Å:
1 C 1.30 -0.12 -2.41  C2 1.480, H12 1.146, H13 1.191, H14 1.040
2 C 0.31 -1.03 -1.81  C1 1.480, O3 1.202, C4 1.528
3 O 0.42 -2.22 -1.97  C2 1.202
4 C -0.81 -0.59 -0.87  C2 1.528, C5 1.503, O6 1.522, C7 1.416
5 C -1.63 -1.75 -0.36  C4 1.503, H15 1.152, H16 1.025, H17 1.054
6 O -1.61 0.67 -1.18  C4 1.522, C7 1.306
7 C -0.82 0.62 -0.14  C4 1.416, O6 1.306, N8 1.238
8 N -0.44 1.38 0.77  C7 1.238, C9 1.351
9 C 0.60 1.36 1.63  N8 1.351, C10 1.478, S11 1.662
10 C 0.38 1.50 3.09  C9 1.478, H18 1.146, H19 1.081, H20 1.161
11 S 2.14 1.26 1.02  C9 1.662
12 H 2.17 -0.09 -1.67  C1 1.146
13 H 0.76 0.91 -2.67  C1 1.191
14 H 1.66 -0.45 -3.33  C1 1.040
15 H -0.98 -2.53 0.19  C5 1.152
16 H -2.13 -2.20 -1.13  C5 1.025
17 H -2.40 -1.53 0.31  C5 1.054
18 H 1.20 1.04 3.74  C10 1.146
19 H -0.60 1.17 3.40  C10 1.081
20 H 0.48 2.62 3.39  C10 1.161

***

ORCA calculation (ωB97M-V with the def2-TZVPD basis set) on 2 unconnected molecules or ions with the total composition C2H4F2N2O2 at a distorted geometry.

Values from the calculation:
Energy relative to the best compared isomer or geometry (same formula, charge and spin) ... 554.5 kJ/mol
Energy ... -538.1002 a.u.
E_LUMO (alpha / beta) ... 0.0199 / -0.0322 Ha
Max |F| ... 5.54 eV/A
M ... 126.06 g/mol
E_HOMO (alpha / beta) ... -10.69 / -7.36 eV

Bonds (Å) are listed after each position.
Positions of all 12 atoms, in Å:
1 C -0.32 0.61 -1.19  N3 1.395, O5 1.173, O6 1.387
2 C -0.16 -1.53 -0.39  O6 1.254, H9 1.035, H10 1.110
3 N -0.80 1.86 -0.80  C1 1.395, H11 1.015, H12 1.010
4 N 1.37 -0.75 1.89  F7 1.400, F8 1.354
5 O 0.24 0.36 -2.19  C1 1.173
6 O -0.74 -0.42 -0.36  C1 1.387, C2 1.254
7 F 0.91 0.50 1.47  N4 1.400
8 F 0.86 -0.94 3.13  N4 1.354
9 H -0.65 -2.27 0.15  C2 1.035
10 H 0.79 -1.88 -0.84  C2 1.110
11 H -0.04 2.52 -0.83  N3 1.015
12 H -1.47 1.94 -0.04  N3 1.010

***

Q: max |F| of number 3 (C2H4F2N2O2)?
A: 5.54 eV/A

***

Q: Which of these has the highest max |F|?
A: C2H4F2N2O2

***

Q: energy relative to the best compared isomer or geometry (same formula, charge and spin) of number 3 (C2H4F2N2O2)?
A: 554.5 kJ/mol

***

Repeat the third record exactly.
ORCA calculation (ωB97M-V with the def2-TZVPD basis set) on 2 unconnected molecules or ions with the total composition C2H4F2N2O2 at a distorted geometry.

Values from the calculation:
Energy relative to the best compared isomer or geometry (same formula, charge and spin) ... 554.5 kJ/mol
Energy ... -538.1002 a.u.
E_LUMO (alpha / beta) ... 0.0199 / -0.0322 Ha
Max |F| ... 5.54 eV/A
M ... 126.06 g/mol
E_HOMO (alpha / beta) ... -10.69 / -7.36 eV

Bonds (Å) are listed after each position.
Positions of all 12 atoms, in Å:
1 C -0.32 0.61 -1.19  N3 1.395, O5 1.173, O6 1.387
2 C -0.16 -1.53 -0.39  O6 1.254, H9 1.035, H10 1.110
3 N -0.80 1.86 -0.80  C1 1.395, H11 1.015, H12 1.010
4 N 1.37 -0.75 1.89  F7 1.400, F8 1.354
5 O 0.24 0.36 -2.19  C1 1.173
6 O -0.74 -0.42 -0.36  C1 1.387, C2 1.254
7 F 0.91 0.50 1.47  N4 1.400
8 F 0.86 -0.94 3.13  N4 1.354
9 H -0.65 -2.27 0.15  C2 1.035
10 H 0.79 -1.88 -0.84  C2 1.110
11 H -0.04 2.52 -0.83  N3 1.015
12 H -1.47 1.94 -0.04  N3 1.010